Entry 1:
25
Properties=species:S:1:pos:R:3 method="wB97M-V/def2-TZVPD" homo_ev=-9.9 e_above_lowest_ev=8.6827
C 2.96 -0.92 -0.72
C 1.33 0.53 0.22
C 1.08 -0.73 1.16
C -0.51 -0.72 1.59
C -1.45 -0.13 0.50
C -0.85 0.94 -0.28
C -1.11 2.34 0.27
H 2.58 -1.23 -1.95
H 4.36 -1.26 -0.71
H 2.50 -1.62 0.19
H 1.37 1.47 0.76
H 1.14 -1.74 0.80
H 1.89 -0.55 1.96
H -0.43 -0.12 2.54
H -0.88 -1.63 2.11
H -2.47 0.13 0.87
H -2.32 -0.54 -2.05
H -1.70 0.93 -1.11
H -0.64 2.38 1.24
H -2.16 2.22 0.57
H -1.03 3.19 -0.55
O 2.58 0.56 -0.39
O -1.74 -1.33 -0.17
O -2.72 -1.10 -1.13
O 0.51 0.68 -0.94

---

Entry 2:
22
Properties=species:S:1:pos:R:3 method="wB97M-V/def2-TZVPD" homo_ev="-7.1 / -7.1" e_above_lowest_ev=8.2507
C -0.01 1.70 -0.39
C 0.56 -1.83 -0.84
C 0.17 -0.57 -1.45
C 0.92 0.60 -0.97
C -0.58 -2.67 -1.01
C 1.93 0.39 0.12
C -1.41 1.11 2.42
S -1.42 1.28 0.41
H 0.65 2.52 0.14
H 0.73 -0.84 -2.40
H -0.82 -0.44 -1.77
H 1.54 1.18 -1.65
H -1.50 -2.35 -1.40
H -0.94 -3.04 -0.07
H -0.48 -3.76 -1.43
H 2.70 -0.26 -0.03
H 1.47 -0.09 0.89
H 2.36 1.22 0.51
H -2.18 1.86 2.69
H -1.58 0.09 2.69
H -0.40 1.39 2.75
H -1.70 2.49 0.79

---

Entry 3:
22
Properties=species:S:1:pos:R:3 method="wB97M-V/def2-TZVPD" homo_ev=-9.0 e_above_lowest_ev=1.8773 smiles=C1CC[SiH](C2CC2)C1
C 1.95 1.17 1.16
C 0.68 2.18 1.19
C -0.28 2.25 -0.06
Si 0.08 0.18 -0.76
C -0.67 -1.65 -1.20
C -1.25 -2.78 -0.34
C -2.16 -1.83 -1.07
C 1.41 -0.12 0.61
H 2.76 1.58 0.47
H 2.31 1.14 2.22
H 0.12 1.97 2.17
H 1.06 3.27 1.23
H -1.45 2.39 0.05
H -0.02 3.03 -0.69
H 0.64 0.63 -2.01
H -0.36 -2.07 -2.17
H -1.46 -2.64 0.72
H -1.14 -3.85 -0.67
H -2.59 -2.39 -1.82
H -2.77 -1.01 -0.66
H 2.21 -0.76 0.27
H 0.92 -0.70 1.36

---

Entry 4:
36
Properties=species:S:1:pos:R:3 method="wB97M-V/def2-TZVPD" homo_ev=-8.0
C 1.97 1.61 -1.07
C 0.91 1.54 -2.14
O 1.10 0.96 -3.15
N -0.40 2.25 -1.94
C -0.35 3.45 -1.28
S -1.56 1.20 -1.27
O -0.92 0.04 -0.71
O -2.43 0.85 -2.37
O -2.37 1.91 -0.28
H 2.70 2.38 -1.35
H 2.43 0.63 -0.98
H 1.50 1.86 -0.12
H -1.57 3.91 -1.09
H 0.18 3.50 -0.33
H 0.12 4.19 -1.94
C 5.68 1.54 0.52
Cl 6.01 2.60 -0.83
Cl 4.90 2.39 1.83
Cl 4.64 0.15 -0.04
H 6.61 1.12 0.87
Al 3.92 -1.77 -1.46
C -0.86 -1.89 2.37
O -2.21 -1.60 2.02
H -0.87 -2.41 3.33
H -0.40 -2.52 1.61
H -0.30 -0.96 2.47
H -2.17 -1.13 1.17
Cl -2.44 4.99 -0.59
C -4.12 -4.07 1.85
C -5.23 -4.81 2.41
N -6.11 -5.40 2.85
H -3.78 -3.29 2.52
H -3.27 -4.72 1.64
H -4.40 -3.59 0.91
O 1.64 -2.88 -2.56
H 1.16 -2.12 -2.91

---

Entry 5:
37
Properties=species:S:1:pos:R:3 method="wB97M-V/def2-TZVPD" charge=+2 homo_ev=-15.3
C 1.34 1.20 2.44
C 1.02 2.00 1.17
N 1.80 1.55 0.03
Ga 1.86 -0.07 -0.83
C 2.96 0.02 -2.53
C 0.16 -1.07 -1.03
C -0.77 -1.27 0.17
C -2.24 -1.40 -0.19
F -2.47 -1.52 -1.49
F -2.78 -2.65 0.36
C -3.23 -0.36 0.46
F -4.48 -0.81 0.36
F -2.88 -0.30 1.76
S -3.21 1.40 -0.30
F -3.90 0.78 -1.58
F -4.58 1.70 0.36
F -2.46 1.99 0.97
F -1.75 1.07 -0.95
F -3.18 2.79 -0.97
P 3.86 -1.16 0.25
S 2.85 -2.57 1.01
H 0.93 0.18 2.40
H 2.42 1.13 2.59
H 0.91 1.70 3.31
H -0.04 1.90 0.92
H 1.21 3.06 1.35
H 2.68 2.05 0.01
H 4.03 0.11 -2.40
H 2.68 -0.86 -3.11
H 2.52 0.95 -2.92
H -0.34 -0.49 -1.82
H 0.41 -2.04 -1.48
H -0.72 -0.44 0.89
H -0.49 -2.16 0.73
H 4.41 -0.19 1.09
H 4.73 -1.43 -0.80
Al -3.25 -4.76 -0.25

---

Entry 6:
32
Properties=species:S:1:pos:R:3 method="wB97M-V/def2-TZVPD" charge=-1 homo_ev=-7.9
C -1.96 -0.41 -1.21
Si -0.22 -0.39 -0.31
C -0.28 0.74 1.29
C 1.14 0.33 -1.46
C 0.09 -2.20 0.28
C 1.54 -2.63 0.91
N 1.27 -4.11 1.23
C 0.17 -4.68 0.30
O -0.49 -5.84 0.37
C -0.07 -3.45 -0.79
H -1.92 -1.15 -2.13
H -2.74 -0.88 -0.45
H -2.31 0.67 -1.53
H 0.05 1.84 0.98
H -1.39 0.84 1.67
H 0.43 0.32 2.15
H 1.04 -0.07 -2.57
H 1.16 1.53 -1.43
H 2.23 0.01 -1.10
H -0.77 -2.47 1.06
H 2.39 -2.70 0.07
H 1.93 -1.95 1.77
H 0.85 -4.04 2.19
H -1.01 -3.49 -1.48
H 0.95 -3.50 -1.40
F -0.75 4.40 1.69
As -0.29 5.38 0.23
F 1.44 5.37 0.77
F -0.58 6.91 1.17
F 0.16 6.36 -1.23
F -2.03 5.39 -0.31
F -0.01 3.85 -0.71

---

Entry 7:
33
Properties=species:S:1:pos:R:3 method="wB97M-V/def2-TZVPD" charge=-1 s_squared=0.758 multiplicity=2 homo_ev="-4.6 / -4.7" e_above_lowest_ev=0.0000
Ti 0.88 -0.07 -1.14
C -1.04 -1.15 1.24
C -1.80 -0.09 0.46
N -0.85 0.96 -0.07
C -0.48 2.01 0.87
C 0.64 1.60 1.86
S 1.97 0.63 1.17
C 1.80 -0.90 2.16
C 1.22 -2.00 1.37
N 0.20 -1.60 0.45
H -0.71 -0.69 2.18
H -1.61 -2.04 1.51
H -2.22 -0.51 -0.47
H -2.64 0.31 1.08
H -1.40 1.42 -0.85
H -0.12 2.78 0.22
H -1.34 2.33 1.44
H 1.00 2.50 2.34
H 0.25 0.94 2.65
H 2.81 -1.15 2.41
H 1.27 -0.59 3.02
H 2.00 -2.45 0.81
H 0.82 -2.72 2.14
H -0.04 -2.43 -0.15
S -1.98 2.49 -2.77
As -0.03 2.16 -3.48
S 1.47 2.23 -1.88
S 0.25 -0.22 -3.74
S 0.61 2.89 -5.30
N -1.47 -1.78 -2.30
C -0.54 -0.91 -2.24
H -1.82 -1.99 -3.21
I 2.90 -1.96 -1.76

---

Entry 8:
27
Properties=species:S:1:pos:R:3 method="wB97M-V/def2-TZVPD" charge=+1 homo_ev="-13.7 / -13.7" e_above_lowest_ev=6.9211 smiles="C=[N+](C1CCCCC1)S(=N)(=N)Cl"
C 1.26 -2.52 -0.55
N 1.37 -1.25 -0.66
C 0.41 -0.16 -0.61
C -1.07 -0.59 -1.12
C -1.95 0.65 -0.95
C -1.96 1.10 0.57
C -0.56 1.38 1.11
C 0.28 0.10 0.92
S 3.08 -0.57 -0.73
N 3.20 1.00 0.39
N 3.87 -1.79 -0.30
Cl 2.95 -0.66 -2.85
H 2.28 -2.94 -0.60
H 0.32 -3.15 -0.59
H 0.83 0.75 -0.98
H -1.43 -1.31 -0.46
H -1.07 -0.91 -2.18
H -3.04 0.44 -1.11
H -1.55 1.42 -1.58
H -2.57 2.06 0.61
H -2.51 0.19 1.10
H -0.04 2.29 0.55
H -0.61 1.44 2.20
H 1.32 0.22 1.24
H -0.03 -0.79 1.44
H 2.76 1.75 -0.10
H 4.55 -1.82 0.34

---

Entry 9:
32
Properties=species:S:1:pos:R:3 method="wB97M-V/def2-TZVPD" charge=-1 homo_ev=-2.4
O 2.43 0.70 1.95
C 1.68 1.81 1.26
C 0.26 1.96 2.11
N -0.37 3.34 2.00
C -1.84 3.18 2.45
O -2.61 2.93 1.22
C -3.51 1.77 1.35
F -4.55 1.94 0.27
F -4.27 1.71 2.63
F -2.84 0.46 1.05
H 1.67 0.13 2.32
H 1.44 1.43 0.17
H 2.26 2.82 1.26
H 0.43 1.73 3.26
H -0.46 1.13 1.70
H -1.86 2.31 3.24
H -2.11 4.22 2.95
O 2.76 -2.78 -1.08
S 2.12 -2.18 -2.24
O 2.08 -0.74 -2.43
O 0.60 -2.76 -2.37
C -0.27 -2.67 -1.26
C -0.83 -1.26 -1.11
C 2.78 -2.92 -3.70
H 0.24 -2.99 -0.34
H -1.09 -3.36 -1.43
H -0.04 -0.55 -0.84
H -1.59 -1.23 -0.33
H -1.26 -0.92 -2.05
H 2.77 -4.01 -3.59
H 3.81 -2.57 -3.83
H 2.18 -2.62 -4.56

---

Entry 10:
27
Properties=species:S:1:pos:R:3 method="wB97M-V/def2-TZVPD" charge=+1 s_squared=12.016 multiplicity=7 homo_ev="-11.3 / -13.9" e_above_lowest_ev=0.0000
C -2.17 2.05 0.42
O -0.90 1.68 0.84
C -0.57 1.60 2.26
H -2.40 1.23 -0.47
H -2.19 3.12 0.15
H -1.21 0.82 2.72
H -0.79 2.58 2.71
Fe 1.11 1.10 1.23
C -2.53 -0.71 -1.26
O -1.24 -0.65 -1.71
C -0.40 -1.72 -1.36
C 0.21 -1.56 0.02
O 1.15 -0.50 0.06
C 2.52 -0.85 -0.21
C 3.31 0.46 -0.24
O 2.98 1.28 0.83
H -3.00 -1.66 -1.53
H -3.41 -0.08 -1.17
H 0.38 -1.77 -2.13
H -0.96 -2.67 -1.40
H -0.57 -1.33 0.75
H 0.70 -2.50 0.32
H 2.59 -1.39 -1.16
H 2.86 -1.50 0.61
H 4.38 0.19 -0.25
H 3.10 0.96 -1.21
H -2.94 1.81 1.18